The following is a quantum chemistry calculation of a molecular structure, C5H8BiLiO3 at a distorted geometry, from the OMol25 dataset.

Geometry as XYZ:
```
18
Properties=species:S:1:pos:R:3:forces:R:3
Li 3.92896 2.87114 3.76395 0.2332 0.0470 0.1404
H 5.69611 4.25464 -0.48277 -0.0917 -0.1850 -0.2402
H 4.54009 3.80432 -1.78013 0.2337 -0.1203 0.0900
H 0.88669 4.63896 2.82408 1.4915 1.8431 3.2913
O 2.89618 4.10473 2.62306 0.3472 -2.6797 -2.3247
Bi 0.42179 4.00084 -0.80152 0.0717 0.0648 -0.3385
C 5.10092 3.43896 -0.91096 0.1929 0.0427 0.1152
O 1.19058 4.12338 1.21119 -2.1059 -0.2535 0.0022
H 3.60922 2.02222 -0.28512 0.1057 0.1518 0.4885
H 4.68711 2.67404 1.06037 -0.2238 -0.1930 -0.2854
H 2.04914 4.89825 5.74755 0.4242 1.2116 0.6846
C 4.15336 2.88716 0.12283 1.5711 -0.7799 -0.4772
C 2.41794 3.91663 1.44049 2.9873 2.2544 2.3644
C 1.74374 5.57877 4.94510 -0.6594 -3.2953 -2.9131
C 1.78817 5.32307 3.63133 -4.2119 1.6327 0.5013
H 1.72381 6.15819 2.92305 1.2846 0.1512 -0.1150
H 5.77093 2.63011 -1.22830 -0.1131 0.2590 -0.0136
O 3.18766 3.92842 0.39869 -1.5373 -0.1518 -0.9702
```
Forces are in eV/Å.

The energy relative to the best compared isomer or geometry (same formula, charge and spin) comes out at 81.2 kcal per mole. The largest force on an atom comes out at 4.545 eV/A. As for the total charge: +3. The expectation value of S² is 0.75. The orbital gap (alpha / beta) comes out at 6.18 / 6.37 eV. The LUMO energy (alpha / beta) comes out at -15.2 / -15.0 eV. The value obtained for the molecular weight is 332.0 g/mol. The spin multiplicity is 2.